Record 1
Formula: C38H18F15GeN5PdS
Source: the OMol25 dataset
Level of theory: ωB97M-V/def2-TZVPD

Its largest force on an atom is 2.042 eV/A. Its total charge is +2. The value obtained for the frontier orbital gap (spin up / spin down) is 4.8 / 4.8 eV. The calculation puts the HOMO energy (spin up / spin down) at -13.820 / -13.819 eV. Its spin multiplicity is 1.

```
79
Properties=species:S:1:pos:R:3:forces:R:3
Pd 0.378 1.374 1.050 0.7 -1.1 -1.5
C 4.226 -3.798 0.032 0.0 -0.1 0.0
C 3.241 -2.983 0.793 -0.2 0.1 0.1
C 1.955 -3.463 1.084 0.0 -0.2 0.0
C 1.028 -2.660 1.691 0.1 -0.1 0.2
C 1.331 -1.314 2.027 0.2 -0.3 0.3
N 0.387 -0.479 2.482 -0.2 0.4 0.3
C -0.593 -0.844 3.296 0.3 -0.4 -0.3
C -0.384 -1.949 4.183 -0.3 -0.3 0.0
C -1.389 -2.449 4.953 0.2 -0.1 0.0
C -2.674 -1.875 4.905 0.2 0.0 -0.1
C -3.789 -2.461 5.690 -0.1 0.0 0.1
C -2.865 -0.719 4.135 -0.1 -0.1 -0.1
C -1.875 -0.182 3.344 0.0 0.5 0.2
N -2.182 0.959 2.589 -0.1 -0.4 0.1
C -3.416 1.333 2.149 -0.2 0.3 -0.3
C -3.304 2.583 1.608 -0.1 -0.1 0.1
C -1.949 2.919 1.764 -0.1 0.0 0.3
N -1.274 1.939 2.364 0.1 0.2 -0.1
C 2.661 -0.842 1.779 0.0 0.2 -0.4
C 3.573 -1.675 1.179 0.1 0.1 0.1
N 3.087 0.432 2.213 0.0 -0.3 0.0
C 4.285 0.723 2.788 0.1 0.2 0.1
C 4.312 2.071 3.021 0.1 0.0 0.0
C 3.079 2.547 2.547 0.2 -0.2 0.0
N 2.350 1.553 2.065 -0.6 0.8 0.2
H 3.978 -4.857 0.040 0.0 0.0 0.0
H 5.236 -3.664 0.417 0.0 0.0 0.0
H 4.228 -3.464 -1.010 0.0 0.0 0.0
H 1.684 -4.475 0.811 0.0 0.0 -0.1
H 0.023 -3.018 1.875 0.0 0.1 -0.2
H 0.615 -2.362 4.242 0.0 0.0 0.1
H -1.198 -3.293 5.603 0.0 0.0 0.1
H -3.668 -3.539 5.784 0.0 0.0 0.0
H -4.756 -2.235 5.246 0.0 0.0 0.0
H -3.791 -2.055 6.707 0.0 0.0 0.0
H -3.828 -0.228 4.182 0.0 0.0 0.0
H -4.283 0.696 2.213 0.1 -0.1 0.1
H -4.095 3.171 1.178 0.0 0.0 0.0
H -1.453 3.847 1.531 0.1 0.0 -0.1
H 4.573 -1.307 0.986 0.0 0.0 0.0
H 5.011 -0.040 3.015 0.0 0.0 -0.1
H 5.107 2.638 3.472 0.0 0.0 0.0
H 2.710 3.558 2.530 -0.1 0.0 0.0
F -0.098 3.364 -1.071 0.0 -0.1 0.3
C -1.008 3.527 -2.057 0.1 -0.1 -0.2
C -1.292 2.463 -2.888 0.1 -0.5 0.1
C -2.141 2.689 -3.958 0.1 0.0 0.2
F -2.406 1.678 -4.786 -0.1 0.2 -0.1
C -2.712 3.934 -4.180 0.0 0.0 0.0
F -3.503 4.151 -5.216 -0.1 0.0 0.0
C -2.435 4.970 -3.298 0.1 0.0 0.1
F -2.976 6.159 -3.478 0.0 0.0 -0.1
C -1.570 4.773 -2.230 0.0 0.0 0.0
F -1.281 5.771 -1.397 0.0 -0.1 -0.1
Ge -0.517 0.685 -2.533 0.2 0.6 -0.2
S -0.813 0.023 -0.423 -0.1 0.9 0.9
C 1.381 0.807 -3.078 -0.5 -0.1 0.1
C 1.650 0.863 -4.436 0.0 0.0 0.2
F 0.612 0.801 -5.276 0.1 0.0 -0.1
C 2.938 0.986 -4.927 0.0 0.0 -0.1
F 3.176 1.048 -6.225 0.0 0.0 0.0
C 3.999 1.046 -4.030 -0.1 0.0 0.1
F 5.237 1.161 -4.468 0.0 0.0 -0.1
C 3.758 0.985 -2.665 0.0 0.0 0.0
F 4.763 1.023 -1.789 0.0 0.0 -0.1
C 2.456 0.881 -2.221 -0.1 0.0 -0.1
F 2.251 0.862 -0.881 0.1 0.0 0.3
C -1.518 -0.838 -3.230 0.3 0.1 0.2
C -2.886 -0.886 -3.012 0.3 0.0 -0.1
F -3.503 0.228 -2.606 -0.2 -0.1 0.0
C -3.600 -2.061 -3.152 0.0 0.1 0.0
F -4.905 -2.097 -2.928 0.0 0.0 0.0
C -2.920 -3.222 -3.502 0.1 0.1 0.0
F -3.580 -4.359 -3.602 -0.1 -0.1 -0.1
C -1.548 -3.203 -3.717 0.1 0.0 0.0
F -0.906 -4.322 -4.025 0.0 0.0 0.0
C -0.864 -2.011 -3.568 -0.1 0.2 0.0
F 0.469 -1.992 -3.697 0.0 -0.2 -0.1
```
Forces are in eV/Å.


Record 2
Formula: C38H19F5N2O13STa
Source: the OMol25 dataset
Level of theory: ωB97M-V/def2-TZVPD

Its largest force on an atom is 1.498 eV/A. Its total charge is -1. The value obtained for the frontier orbital gap is 6.7 eV. The calculation puts the HOMO energy at -5.477 eV. Its energy above the lowest of the compared OMol25 structures with the same formula, charge and spin is 0.9456 eV. Its spin multiplicity is 1.

```
79
Properties=species:S:1:pos:R:3:forces:R:3
Ta -0.367 0.123 -0.323 -1.3 0.1 -0.3
O 1.606 -2.493 2.222 0.3 -0.1 0.2
C 1.572 -1.643 1.378 -1.0 0.5 -0.5
O 0.440 -1.010 1.038 0.7 -0.5 0.9
C 2.741 -1.169 0.586 0.2 -0.2 0.1
C 4.006 -1.462 1.066 -0.2 0.0 -0.1
C 5.108 -1.056 0.347 0.6 -0.1 0.2
C 4.997 -0.373 -0.844 -0.1 0.0 0.0
C 3.735 -0.078 -1.308 0.3 0.3 -0.5
C 2.567 -0.470 -0.628 -0.3 0.1 -0.3
O 1.391 -0.232 -1.160 0.4 -0.4 0.1
N 3.687 0.701 -2.583 -0.1 -0.3 0.4
O 4.678 0.643 -3.289 -0.1 0.0 0.0
O 2.697 1.349 -2.838 0.1 0.0 0.0
N 6.463 -1.360 0.864 -0.4 0.1 -0.1
O 7.415 -1.005 0.196 0.0 0.0 0.0
O 6.539 -1.945 1.926 0.0 0.0 -0.1
H 4.106 -2.014 1.990 0.0 0.0 0.0
H 5.865 -0.063 -1.404 0.0 0.0 0.0
F -0.266 -2.455 -1.877 0.1 0.1 0.1
C -1.369 -2.657 -1.108 0.1 -0.3 -0.1
C -1.753 -1.658 -0.242 0.4 -0.1 0.0
C -2.853 -1.956 0.528 -0.3 -0.2 0.1
F -3.360 -1.099 1.437 0.2 0.2 -0.1
C -3.547 -3.151 0.405 -0.1 0.1 0.1
F -4.622 -3.387 1.170 0.0 0.0 0.0
C -3.139 -4.110 -0.500 0.0 0.0 0.0
F -3.809 -5.262 -0.618 0.0 0.0 0.0
C -2.020 -3.862 -1.273 0.0 0.1 0.0
F -1.587 -4.775 -2.148 0.0 0.0 0.0
C 0.394 2.212 5.174 0.1 -0.1 -0.1
C 1.228 1.611 4.203 -0.1 0.1 0.2
C 0.756 1.332 2.954 0.0 0.0 -0.1
C -0.583 1.621 2.584 -0.1 0.0 -0.2
C -1.136 1.325 1.283 0.5 0.1 0.4
C -2.415 1.748 1.008 -0.1 0.0 0.1
C -3.223 2.399 1.975 0.0 -0.1 -0.2
C -2.728 2.633 3.217 0.1 0.0 0.0
C -1.396 2.257 3.547 -0.2 0.1 0.2
C -0.887 2.535 4.842 -0.1 0.0 -0.1
H 0.774 2.426 6.165 0.0 0.0 0.0
H 2.257 1.379 4.449 0.0 0.0 0.0
H 1.432 0.920 2.222 0.0 0.0 0.0
H -2.858 1.575 0.035 0.0 0.0 0.0
H -4.231 2.698 1.716 0.0 0.0 0.0
H -3.333 3.121 3.973 0.0 0.0 0.0
H -1.542 3.014 5.561 0.0 0.0 0.0
O 1.366 -1.670 -7.450 -0.1 -0.1 0.1
C 0.222 -2.192 -6.937 -0.1 0.3 -0.1
O -0.294 -3.123 -7.489 0.0 -0.1 0.1
C -0.354 -1.507 -5.736 0.1 -0.2 -0.1
C 0.283 -0.480 -5.044 0.0 0.1 0.1
C -0.310 0.122 -3.949 -0.1 0.1 0.1
C -1.559 -0.309 -3.491 -0.1 0.0 0.1
S -2.368 0.376 -2.060 0.4 -0.1 -0.5
C -2.187 -1.348 -4.185 -0.1 0.0 0.0
C -1.601 -1.933 -5.293 -0.1 0.0 0.1
H 1.627 -0.908 -6.923 0.1 0.1 0.0
H 1.268 -0.115 -5.320 0.0 0.0 0.0
H 0.206 0.923 -3.440 0.0 0.0 0.0
H -3.148 -1.702 -3.830 0.0 0.0 0.0
H -2.093 -2.738 -5.822 0.0 0.0 0.0
O 1.525 2.218 0.149 0.1 -0.2 0.1
C 0.759 2.655 -0.698 -0.6 -0.8 -0.6
O -0.104 1.865 -1.330 0.4 1.3 0.5
C 0.698 4.089 -1.052 0.4 0.1 0.0
C -0.478 4.668 -1.496 0.0 0.1 -0.1
C -0.536 6.041 -1.771 0.0 -0.2 0.0
C 0.625 6.752 -1.603 -0.2 0.1 -0.1
O 0.820 8.095 -1.791 0.2 0.0 0.0
C 2.232 8.296 -1.651 -0.2 -0.3 0.1
O 2.785 7.115 -1.069 -0.1 0.2 -0.1
C 1.798 6.164 -1.173 0.2 -0.1 0.1
C 1.877 4.833 -0.876 -0.2 0.1 0.0
H -1.349 4.041 -1.636 0.0 0.0 0.0
H -1.447 6.517 -2.105 0.0 0.0 0.0
H 2.404 9.135 -0.982 0.0 0.1 -0.1
H 2.670 8.453 -2.640 0.0 0.0 0.0
H 2.781 4.366 -0.513 0.0 0.0 0.0
```
Forces are in eV/Å.


Record 3
Formula: C38H21Br4IrN4O8S3
Source: the OMol25 dataset
Level of theory: ωB97M-V/def2-TZVPD

As for the expectation value of S²: 0.754. Its largest force on an atom is 0.681 eV/A. Its total charge is -1. The value obtained for the frontier orbital gap (spin up / spin down) is 6.5 / 5.7 eV. The calculation puts the HOMO energy (spin up / spin down) at -5.268 / -5.192 eV. Its energy above the lowest of the compared OMol25 structures with the same formula, charge and spin is 0.8479 eV. Its spin multiplicity is 2.

```
79
Properties=species:S:1:pos:R:3:forces:R:3
Ir -0.211 -0.776 0.477 0.0 0.1 0.2
O -5.747 -3.032 2.147 0.0 0.0 0.0
C -4.546 -2.574 1.719 0.0 0.0 0.0
C -3.405 -2.638 2.509 0.0 0.0 0.0
C -2.234 -2.133 1.999 -0.2 0.0 -0.1
N -2.141 -1.575 0.779 -0.3 -0.2 -0.3
C -3.232 -1.576 -0.019 0.1 0.0 0.3
C -4.449 -2.044 0.445 0.0 0.0 0.0
C -3.115 -1.131 -1.503 -0.3 0.1 0.3
O -4.205 -0.953 -2.069 0.1 0.0 0.0
O -1.944 -1.042 -1.876 0.2 -0.1 -0.5
C -0.962 -2.253 2.792 0.0 0.0 0.2
O -0.974 -2.727 3.910 0.0 0.0 0.0
O 0.089 -1.834 2.163 0.1 0.1 0.0
H -5.654 -3.389 3.036 0.0 0.0 0.0
H -3.381 -3.077 3.498 0.0 0.0 0.0
H -5.287 -1.999 -0.235 0.0 0.0 0.0
Br 2.100 5.177 -2.167 0.0 0.0 0.0
C 1.987 3.514 -1.276 0.1 0.1 0.0
C 3.027 3.083 -0.461 -0.1 0.0 0.0
Br 4.585 4.121 -0.234 0.0 0.0 0.0
C 2.903 1.864 0.218 0.0 -0.1 0.0
Br 4.236 1.187 1.367 0.0 0.0 0.0
C 1.775 1.087 0.057 -0.1 -0.3 0.1
O 1.598 -0.087 0.700 0.4 0.6 -0.1
C 0.740 1.486 -0.813 0.3 0.2 0.0
O -0.279 0.678 -0.986 -0.2 -0.2 0.3
C 0.848 2.724 -1.437 -0.1 -0.1 -0.1
Br -0.614 3.228 -2.522 0.0 0.0 0.0
O 0.322 -2.346 -0.449 -0.1 -0.2 -0.1
C 1.158 -2.602 -1.565 0.2 -0.1 -0.1
C 0.344 -3.476 -2.498 -0.2 -0.1 0.2
C 0.479 -3.686 -3.833 0.0 0.0 -0.1
C -0.446 -4.647 -4.336 0.0 0.1 0.0
C -1.257 -5.138 -3.362 0.0 0.0 0.1
S -0.915 -4.445 -1.833 0.1 0.1 -0.2
C 1.657 -1.388 -2.319 -0.1 0.0 -0.1
C 0.924 -0.588 -3.149 0.0 0.0 0.1
C 1.694 0.465 -3.706 0.1 0.0 0.0
C 2.997 0.432 -3.301 0.0 0.0 0.0
S 3.297 -0.869 -2.243 0.0 0.0 0.1
C 2.333 -3.417 -1.026 -0.1 0.1 0.0
C 3.109 -4.320 -1.690 0.0 0.0 0.0
C 4.167 -4.821 -0.886 0.0 0.0 -0.1
C 4.164 -4.281 0.365 -0.1 -0.1 0.1
S 2.863 -3.196 0.590 0.1 0.1 -0.1
H 1.201 -3.156 -4.439 0.0 0.0 0.0
H -0.514 -4.933 -5.376 0.0 0.0 0.0
H -2.064 -5.844 -3.470 0.0 0.0 0.0
H -0.140 -0.726 -3.290 0.0 0.0 0.0
H 1.294 1.221 -4.368 0.0 0.0 0.0
H 3.793 1.111 -3.563 0.0 0.0 0.0
H 2.921 -4.608 -2.715 0.0 0.0 0.0
H 4.892 -5.549 -1.223 0.0 0.0 0.0
H 4.841 -4.490 1.177 0.0 0.0 0.0
N -1.955 5.724 2.323 0.1 -0.1 0.0
C -1.983 6.870 3.089 0.0 0.0 0.0
C -2.283 8.194 2.790 0.0 0.0 0.0
C -2.227 9.093 3.838 0.0 0.0 0.0
C -1.888 8.686 5.138 0.0 0.0 0.0
C -1.590 7.370 5.425 0.0 0.0 0.0
C -1.633 6.450 4.379 0.0 -0.1 0.0
N -1.373 5.087 4.386 0.0 0.1 0.0
C -1.564 4.704 3.157 -0.1 0.0 -0.1
C -1.385 3.336 2.647 -0.1 0.2 0.0
C -2.080 2.900 1.524 0.0 0.0 0.1
C -1.806 1.652 1.009 0.2 0.0 0.2
N -0.873 0.866 1.575 -0.3 0.0 -0.2
C -0.250 1.248 2.694 0.0 0.0 -0.1
C -0.488 2.482 3.265 0.1 -0.1 0.0
H -1.964 5.664 1.319 0.0 0.1 0.0
H -2.547 8.507 1.789 0.0 0.0 0.0
H -2.451 10.135 3.652 0.0 0.0 0.0
H -1.859 9.425 5.929 0.0 0.0 0.0
H -1.326 7.048 6.424 0.0 0.0 0.0
H -2.825 3.529 1.057 0.0 -0.1 -0.1
H -2.279 1.271 0.116 0.0 0.0 0.0
H 0.477 0.547 3.084 0.0 0.0 0.0
H 0.047 2.799 4.148 0.0 0.0 0.0
```
Forces are in eV/Å.


Record 4
Formula: C38H24BrF5NO4P2S2SeTi
Source: the OMol25 dataset
Level of theory: ωB97M-V/def2-TZVPD

As for the expectation value of S²: 0.756. Its largest force on an atom is 1.372 eV/A. Its total charge is -2. The value obtained for the frontier orbital gap (spin up / spin down) is 6.5 / 6.6 eV. The calculation puts the HOMO energy (spin up / spin down) at -2.279 / -2.459 eV. Its energy above the lowest of the compared OMol25 structures with the same formula, charge and spin is 1.6456 eV. Its spin multiplicity is 2.

```
79
Properties=species:S:1:pos:R:3:forces:R:3
Ti 1.079 1.171 0.775 -0.2 0.9 1.0
O 0.425 -2.784 -0.243 -0.3 0.1 -0.2
C 0.838 -1.550 -0.174 0.6 0.1 -0.2
O 0.716 -0.871 0.833 0.0 0.2 0.0
C 1.428 -0.864 -1.371 0.0 -0.4 0.4
C 1.590 -1.350 -2.647 0.1 0.1 -0.2
C 2.036 -0.455 -3.618 -0.1 -0.2 0.1
C 2.268 0.873 -3.295 0.1 0.2 0.1
C 2.073 1.273 -1.982 0.1 -0.1 -0.3
N 1.707 0.398 -1.065 -0.2 0.0 -0.1
C 2.146 2.701 -1.452 0.1 -0.1 -0.2
O 2.596 3.590 -2.146 0.0 0.0 0.0
O 1.671 2.798 -0.252 -0.2 -0.4 -0.1
H -0.145 -2.899 0.555 0.0 0.0 0.0
H 1.342 -2.376 -2.874 0.0 0.0 0.0
H 2.171 -0.795 -4.637 0.0 0.0 0.0
H 2.569 1.607 -4.029 0.0 0.0 0.0
S -1.534 0.479 -1.732 0.0 0.0 0.1
P -2.008 1.467 -0.055 -0.1 0.3 -0.1
C -1.059 1.326 1.369 0.3 -0.8 -0.4
P -1.497 0.063 2.458 -0.1 0.1 0.4
S -1.962 -1.857 2.014 0.0 0.1 -0.1
C -0.124 0.062 3.681 0.0 -0.1 0.0
C 0.150 1.208 4.427 0.0 0.0 0.0
C 1.225 1.238 5.301 0.0 0.0 0.0
C 2.049 0.127 5.427 0.0 0.0 0.0
C 1.787 -1.015 4.688 0.0 0.0 0.0
C 0.697 -1.051 3.829 0.0 0.0 0.0
C -2.903 0.683 3.496 0.0 0.0 0.0
C -3.776 -0.184 4.145 0.0 0.0 0.0
C -4.811 0.309 4.929 0.0 0.0 0.0
C -4.987 1.678 5.077 0.0 0.0 0.0
C -4.121 2.551 4.435 0.0 0.0 0.0
C -3.092 2.055 3.648 0.1 0.0 0.0
C -3.787 1.152 0.284 0.0 0.0 0.1
C -4.296 -0.131 0.106 0.0 0.0 -0.1
C -5.598 -0.428 0.478 0.0 0.0 0.0
C -6.413 0.557 1.020 0.0 0.0 0.0
C -5.922 1.845 1.178 0.0 0.0 0.0
C -4.615 2.138 0.815 0.0 0.0 0.0
C -2.033 3.261 -0.460 0.0 0.0 -0.1
C -1.551 4.200 0.444 0.0 0.0 0.0
C -1.599 5.556 0.145 0.0 0.0 0.0
C -2.140 5.984 -1.057 0.0 0.0 0.0
C -2.619 5.049 -1.969 0.0 0.0 0.0
C -2.557 3.697 -1.675 0.0 0.0 0.0
H -0.472 2.087 4.313 0.0 0.0 0.0
H 1.436 2.141 5.863 0.0 0.0 0.0
H 2.911 0.161 6.083 0.0 0.0 0.0
H 2.450 -1.869 4.737 0.0 0.0 0.0
H 0.503 -1.934 3.236 0.0 0.0 0.0
H -3.642 -1.250 4.011 0.0 0.0 0.0
H -5.486 -0.382 5.421 0.0 0.0 0.0
H -5.803 2.061 5.680 0.0 0.0 0.0
H -4.255 3.623 4.531 0.0 0.0 0.0
H -2.428 2.728 3.118 0.0 0.0 0.0
H -3.658 -0.893 -0.320 0.0 0.0 0.0
H -5.971 -1.438 0.359 0.0 0.0 0.0
H -7.425 0.319 1.327 0.0 0.0 0.0
H -6.549 2.621 1.601 0.0 0.0 0.0
H -4.234 3.143 0.953 0.0 0.0 0.0
H -1.118 3.848 1.372 0.0 0.0 0.0
H -1.201 6.274 0.852 0.0 0.0 0.0
H -2.178 7.041 -1.292 0.0 0.0 0.0
H -3.027 5.377 -2.918 0.0 0.0 0.0
H -2.897 2.958 -2.391 0.0 0.0 0.0
F 3.639 6.852 3.491 0.0 0.0 0.0
C 3.560 5.548 3.171 0.0 0.0 0.0
C 2.341 4.965 2.888 0.0 0.0 0.0
F 1.222 5.704 2.944 0.0 0.0 0.0
C 2.287 3.626 2.556 0.0 0.0 0.1
F 1.048 3.122 2.332 0.2 -0.1 -0.1
C 3.402 2.801 2.471 0.0 0.1 0.1
Se 3.377 0.946 1.981 -0.4 0.1 -0.1
C 4.607 3.429 2.777 0.0 0.0 0.0
F 5.756 2.739 2.746 0.0 0.0 0.0
C 4.699 4.766 3.121 0.0 0.0 0.0
F 5.892 5.320 3.405 0.0 0.0 0.0
Br 3.700 -2.260 0.971 0.0 -0.2 -0.1
```
Forces are in eV/Å.